Record 1
DFT (wB97M-V/def2-TZVPD) results for a structure of composition C32H62N11OSn.

Calculated values
F_max: 0.6 eV Å⁻¹
Kohn-Sham gap (spin up / spin down): 6.27 / 6.13 eV
HOMO level (spin up / spin down): -8.387 / -8.497 eV
DFT total energy: -58449.80831 eV
Relative energy (zero: lowest compared OMol25 entry of this formula, charge and spin): 5.120 eV

ORCA input file:
```
! wB97M-V def2-TZVPD RIJCOSX def2/J DEFGRID3
* xyz 1 1
Sn -0.051 0.029 0.229
C 3.002 3.633 -1.309
N 3.627 2.705 -0.382
C 4.552 3.350 0.539
C 2.834 1.619 0.103
N 2.122 1.568 1.143
C 1.862 2.672 2.034
C 0.358 2.856 2.192
N -0.355 1.618 2.452
C 0.110 0.949 3.671
C 0.977 -0.269 3.341
N 0.170 -1.302 2.697
C 0.517 -2.544 2.873
N 1.802 -2.955 3.106
C 2.118 -4.149 3.868
C 2.920 -2.349 2.407
N -0.432 -3.533 2.884
C -0.255 -4.767 2.139
C -1.729 -3.280 3.482
C -1.801 1.818 2.357
C -2.567 0.537 2.078
N -2.351 -0.047 0.747
C -3.406 -0.178 -0.037
N -4.462 0.700 0.016
C -4.249 2.127 0.124
C -5.843 0.256 0.011
N -3.551 -1.178 -0.935
C -4.323 -1.020 -2.156
C -2.933 -2.481 -0.805
N 2.914 0.393 -0.629
C 3.948 -0.475 -0.069
C 3.065 0.514 -2.068
H 3.779 4.225 -1.795
H 2.310 4.324 -0.803
H 2.448 3.102 -2.077
H 5.455 3.630 -0.008
H 4.838 2.654 1.326
H 4.153 4.257 1.006
H 2.249 3.636 1.702
H 2.326 2.452 3.001
H -0.035 3.260 1.255
H 0.188 3.611 2.978
H -0.739 0.634 4.283
H 0.694 1.649 4.279
H 1.424 -0.660 4.262
H 1.785 0.082 2.692
H 1.274 -4.429 4.493
H 2.972 -3.939 4.513
H 2.379 -4.995 3.225
H 2.563 -1.585 1.721
H 3.446 -3.111 1.824
H 3.633 -1.898 3.101
H 0.706 -4.757 1.630
H -1.029 -4.871 1.377
H -0.298 -5.643 2.792
H -1.610 -2.604 4.327
H -2.127 -4.227 3.852
H -2.455 -2.840 2.798
H -1.982 2.522 1.546
H -2.205 2.277 3.275
H -3.631 0.724 2.246
H -2.253 -0.209 2.809
H -3.198 2.348 -0.038
H -4.553 2.523 1.098
H -4.832 2.640 -0.646
H -5.887 -0.823 0.139
H -6.368 0.523 -0.910
H -6.372 0.721 0.847
H -5.228 -1.633 -2.139
H -3.710 -1.340 -3.001
H -4.597 0.019 -2.305
H -2.303 -2.505 0.073
H -2.312 -2.695 -1.672
H -3.715 -3.245 -0.734
H 4.961 -0.130 -0.321
H 3.822 -1.483 -0.466
H 3.849 -0.506 1.016
H 3.999 1.013 -2.362
H 3.058 -0.490 -2.491
H 2.215 1.051 -2.482
C -0.086 -1.366 -1.449
C 0.757 -2.165 -2.211
C 0.374 -2.576 -3.523
C 1.169 -3.421 -4.266
C 2.393 -3.865 -3.768
C 2.812 -3.456 -2.501
C 2.016 -2.639 -1.731
H -0.567 -2.214 -3.920
H 0.847 -3.731 -5.252
H 3.014 -4.524 -4.359
H 3.765 -3.796 -2.115
H 2.328 -2.330 -0.739
C -1.469 3.683 -4.647
N -0.885 2.740 -3.705
C -0.471 1.446 -4.232
C -0.867 2.960 -2.374
C -1.501 4.237 -1.878
O -0.367 2.152 -1.592
H -1.184 3.384 -5.653
H -1.099 4.694 -4.484
H -2.561 3.697 -4.593
H -1.254 1.052 -4.883
H -0.310 0.755 -3.407
H 0.450 1.536 -4.811
H -2.534 4.322 -2.219
H -0.962 5.115 -2.237
H -1.477 4.231 -0.792
*
```

Atom charges from the Mulliken analysis, given in e for atoms 1 to 99: atom 1 (Sn): 1.951, atom 2 (C): -0.739, atom 3 (N): 0.360, atom 4 (C): -1.060, atom 5 (C): -1.563, atom 6 (N): 0.244, atom 7 (C): -0.834, atom 8 (C): -0.873, atom 9 (N): 1.149, atom 10 (C): -1.883, atom 11 (C): -0.438, atom 12 (N): 0.007, atom 13 (C): -0.025, atom 14 (N): 0.505, atom 15 (C): -1.191, atom 16 (C): -0.332, atom 17 (N): 0.152, atom 18 (C): -1.135, atom 19 (C): -0.897, atom 20 (C): -1.198, atom 21 (C): -0.958, atom 22 (N): 0.311, atom 23 (C): 0.029, atom 24 (N): 0.373, atom 25 (C): -0.713, atom 26 (C): -1.231, atom 27 (N): 0.551, atom 28 (C): -1.229, atom 29 (C): -0.848, atom 30 (N): 2.020, atom 31 (C): -1.297, atom 32 (C): -0.947, atom 33 (H): 0.396, atom 34 (H): 0.263, atom 35 (H): 0.077, atom 36 (H): 0.366, atom 37 (H): 0.320, atom 38 (H): 0.389, atom 39 (H): 0.414, atom 40 (H): 0.370, atom 41 (H): -0.092, atom 42 (H): 0.306, atom 43 (H): 0.425, atom 44 (H): 0.533, atom 45 (H): 0.814, atom 46 (H): 0.033, atom 47 (H): 0.364, atom 48 (H): 0.377, atom 49 (H): 0.361, atom 50 (H): -0.823, atom 51 (H): 0.544, atom 52 (H): 0.337, atom 53 (H): 0.367, atom 54 (H): 0.338, atom 55 (H): 0.310, atom 56 (H): 0.323, atom 57 (H): 0.401, atom 58 (H): 0.081, atom 59 (H): 0.270, atom 60 (H): 0.165, atom 61 (H): 0.708, atom 62 (H): 0.409, atom 63 (H): -0.226, atom 64 (H): 0.286, atom 65 (H): 0.421, atom 66 (H): 0.327, atom 67 (H): 0.358, atom 68 (H): 0.395, atom 69 (H): 0.352, atom 70 (H): 0.310, atom 71 (H): 0.397, atom 72 (H): 0.048, atom 73 (H): 0.184, atom 74 (H): 0.401, atom 75 (H): 0.343, atom 76 (H): 0.140, atom 77 (H): 0.453, atom 78 (H): 0.297, atom 79 (H): 0.371, atom 80 (H): -0.079, atom 81 (C): -1.856, atom 82 (C): 1.622, atom 83 (C): -0.865, atom 84 (C): -0.662, atom 85 (C): -0.685, atom 86 (C): -0.625, atom 87 (C): -0.148, atom 88 (H): 0.417, atom 89 (H): 0.419, atom 90 (H): 0.403, atom 91 (H): 0.440, atom 92 (H): 0.962, atom 93 (C): -1.136, atom 94 (N): 0.316, atom 95 (C): -0.861, atom 96 (C): 0.647, atom 97 (C): -1.815, atom 98 (O): -0.757, atom 99 (H): 0.453


Record 2
DFT (wB97M-V/def2-TZVPD) results for a cluster of 6 separate species, C32H63BrCl2NO7 in total at a distorted geometry.

Calculated values
F_max: 2.4 eV Å⁻¹
Kohn-Sham gap: 6.77 eV
HOMO level: -11.079 eV
DFT total energy: -145107.09724 eV

ORCA input file:
```
! wB97M-V def2-TZVPD RIJCOSX def2/J DEFGRID3
* xyz 1 1
C -0.963 -3.851 0.372
C -2.097 -2.971 0.827
Cl -2.797 -3.410 2.375
C -2.600 -1.942 0.144
Cl -1.940 -1.500 -1.395
C -3.758 -1.196 0.744
C -3.522 -0.364 1.855
C -2.154 -0.144 2.474
C -1.086 0.350 1.468
O -1.713 1.262 0.549
C -1.117 2.488 0.527
O 0.066 2.695 0.621
C -4.560 0.268 2.430
N -5.809 0.127 1.972
C -6.072 -0.625 0.913
C -7.511 -0.683 0.455
C -5.067 -1.308 0.282
Br -5.443 -2.425 -1.191
H -0.050 -3.575 0.909
H -0.859 -3.782 -0.709
H -1.200 -4.868 0.696
H -1.805 -1.012 3.036
H -2.256 0.667 3.205
H -0.670 -0.464 0.875
H -0.298 0.799 2.072
H -1.809 3.336 0.386
H -4.430 0.894 3.303
H -6.574 0.607 2.430
H -7.899 0.341 0.502
H -7.541 -0.978 -0.590
H -8.128 -1.315 1.095
C 0.755 5.661 -0.701
C -0.621 5.752 -1.334
O -0.728 6.744 -2.337
C 0.135 6.611 -3.453
C -0.048 5.318 -4.222
H 1.043 6.624 -0.278
H 0.760 4.915 0.093
H 1.519 5.379 -1.426
H -1.352 6.025 -0.569
H -0.933 4.775 -1.728
H 1.179 6.736 -3.143
H -0.093 7.452 -4.108
H 0.182 4.445 -3.610
H 0.610 5.298 -5.092
H -1.081 5.219 -4.562
C -2.773 -5.782 -3.779
C -1.417 -5.166 -4.027
O -0.467 -5.463 -3.015
C -0.159 -6.836 -2.829
C 0.418 -7.510 -4.061
H -3.143 -5.444 -2.808
H -3.474 -5.474 -4.556
H -2.757 -6.873 -3.765
H -1.531 -4.080 -4.032
H -1.018 -5.439 -5.009
H -1.040 -7.376 -2.464
H 0.578 -6.871 -2.026
H -0.287 -7.513 -4.893
H 0.675 -8.546 -3.839
H 1.317 -6.990 -4.395
C 2.300 -1.023 5.886
C 2.313 -2.224 4.956
O 1.804 -1.952 3.657
C 2.489 -0.958 2.915
C 3.951 -1.272 2.662
H 1.287 -0.626 5.982
H 2.659 -1.308 6.875
H 2.937 -0.215 5.523
H 1.673 -3.004 5.369
H 3.318 -2.652 4.887
H 2.377 0.020 3.401
H 1.969 -0.887 1.957
H 4.517 -1.340 3.591
H 4.406 -0.491 2.051
H 4.055 -2.227 2.144
C 6.849 3.238 7.029
C 6.481 1.765 7.034
O 5.347 1.454 6.240
C 5.447 1.758 4.862
C 6.578 1.037 4.149
H 6.006 3.843 7.369
H 7.696 3.417 7.691
H 7.124 3.588 6.033
H 6.226 1.463 8.050
H 7.335 1.148 6.733
H 5.521 2.841 4.715
H 4.496 1.452 4.419
H 7.556 1.315 4.543
H 6.568 1.277 3.085
H 6.472 -0.043 4.267
C -2.005 1.762 -4.161
C -1.895 0.542 -5.060
O -2.436 0.738 -6.350
C -1.846 1.770 -7.125
C -0.365 1.570 -7.392
H -3.048 2.071 -4.065
H -1.613 1.537 -3.166
H -1.448 2.609 -4.554
H -2.462 -0.279 -4.616
H -0.856 0.198 -5.131
H -2.032 2.746 -6.662
H -2.382 1.773 -8.074
H 0.221 1.572 -6.471
H 0.016 2.369 -8.029
H -0.192 0.614 -7.888
*
```

Atom charges from the Mulliken analysis, given in e for atoms 1 to 99: atom 1 (C): -1.188, atom 2 (C): 0.953, atom 3 (Cl): -0.166, atom 4 (C): -0.375, atom 5 (Cl): -0.033, atom 6 (C): 0.135, atom 7 (C): 0.645, atom 8 (C): -1.510, atom 9 (C): -0.475, atom 10 (O): -0.124, atom 11 (C): 0.074, atom 12 (O): -0.509, atom 13 (C): -0.882, atom 14 (N): 0.098, atom 15 (C): 0.680, atom 16 (C): -1.581, atom 17 (C): 0.364, atom 18 (Br): -0.078, atom 19 (H): 0.165, atom 20 (H): 0.320, atom 21 (H): 0.452, atom 22 (H): 0.375, atom 23 (H): 0.552, atom 24 (H): 0.089, atom 25 (H): 0.629, atom 26 (H): 0.421, atom 27 (H): 0.439, atom 28 (H): 0.321, atom 29 (H): 0.422, atom 30 (H): 0.445, atom 31 (H): 0.315, atom 32 (C): -0.968, atom 33 (C): 0.084, atom 34 (O): -0.457, atom 35 (C): -0.513, atom 36 (C): -0.880, atom 37 (H): 0.320, atom 38 (H): 0.343, atom 39 (H): 0.248, atom 40 (H): 0.313, atom 41 (H): -0.057, atom 42 (H): 0.293, atom 43 (H): 0.365, atom 44 (H): 0.189, atom 45 (H): 0.454, atom 46 (H): 0.283, atom 47 (C): -1.040, atom 48 (C): -0.289, atom 49 (O): -0.367, atom 50 (C): -0.311, atom 51 (C): -1.130, atom 52 (H): 0.222, atom 53 (H): 0.399, atom 54 (H): 0.314, atom 55 (H): 0.239, atom 56 (H): 0.349, atom 57 (H): 0.335, atom 58 (H): 0.319, atom 59 (H): 0.273, atom 60 (H): 0.395, atom 61 (H): 0.306, atom 62 (C): -0.684, atom 63 (C): -0.380, atom 64 (O): -0.374, atom 65 (C): -0.046, atom 66 (C): -1.139, atom 67 (H): 0.238, atom 68 (H): 0.401, atom 69 (H): -0.036, atom 70 (H): 0.352, atom 71 (H): 0.324, atom 72 (H): 0.273, atom 73 (H): 0.220, atom 74 (H): 0.108, atom 75 (H): 0.404, atom 76 (H): 0.377, atom 77 (C): -1.027, atom 78 (C): -0.338, atom 79 (O): -0.407, atom 80 (C): -0.058, atom 81 (C): -1.204, atom 82 (H): 0.291, atom 83 (H): 0.390, atom 84 (H): 0.265, atom 85 (H): 0.323, atom 86 (H): 0.303, atom 87 (H): 0.292, atom 88 (H): 0.104, atom 89 (H): 0.384, atom 90 (H): 0.371, atom 91 (H): 0.281, atom 92 (C): -0.350, atom 93 (C): -0.466, atom 94 (O): -0.447, atom 95 (C): -0.273, atom 96 (C): -1.044, atom 97 (H): 0.346, atom 98 (H): 0.170, atom 99 (H): -0.070